Record 1
The following is a quantum chemistry calculation of a molecular structure, C50H38Cl3N2O3P2SSiTi at a distorted geometry, from the Open Molecules 2025 dataset.

As for the expectation value of S²: 2.039. The maximum force is 1.88 eV/Å. For the energy above the lowest of the compared OMol25 structures with the same formula, charge and spin, the calculation gives 20.18 kcal/mol. The HOMO energy (alpha / beta) comes out at -2.9021 / -4.7900 eV.

ORCA input file:
```
! wB97M-V def2-TZVPD RIJCOSX def2/J DEFGRID3
* xyz -1 3
Ti 0.71 0.11 -0.39
O 2.42 -0.03 0.32
C 3.32 0.78 0.85
C 4.48 0.26 1.42
C 5.42 1.09 2.00
C 5.22 2.47 1.99
C 4.09 3.00 1.41
C 3.09 2.19 0.82
C 1.96 2.80 0.21
N 0.91 2.14 -0.27
N -0.04 2.86 -0.93
C -1.01 2.09 -1.30
O -1.03 0.80 -0.98
C -2.08 2.61 -2.16
C -3.19 1.81 -2.43
C -4.21 2.27 -3.24
C -4.13 3.54 -3.80
C -3.03 4.34 -3.53
C -2.01 3.88 -2.72
H 4.61 -0.82 1.39
H 6.32 0.67 2.44
H 5.95 3.14 2.42
H 3.94 4.08 1.39
H 1.94 3.89 0.11
H -3.25 0.83 -1.98
H -5.07 1.64 -3.44
H -4.92 3.91 -4.44
H -2.96 5.33 -3.96
H -1.14 4.49 -2.51
O -2.79 -2.15 1.87
S -1.80 -1.87 0.80
C -0.29 -1.17 1.56
C 0.69 -2.04 2.12
C 1.65 -1.57 2.96
C 1.66 -0.22 3.35
C 0.65 0.60 2.92
C -0.35 0.17 2.02
P -2.01 1.03 1.96
C -2.32 1.06 3.77
C -1.93 2.10 4.61
C -2.20 2.06 5.97
C -2.87 0.97 6.51
C -3.28 -0.06 5.68
C -3.01 -0.02 4.32
C -1.78 2.81 1.64
C -2.88 3.38 1.00
C -2.91 4.73 0.69
C -1.83 5.54 1.00
C -0.72 4.98 1.62
C -0.69 3.64 1.94
C -1.12 -3.50 0.40
C -1.69 -4.56 1.11
C -1.23 -5.85 0.88
C -0.22 -6.09 -0.03
C 0.33 -5.03 -0.74
C -0.12 -3.73 -0.55
P 0.53 -2.32 -1.53
C 2.22 -2.88 -1.88
C 3.08 -3.02 -0.80
C 4.41 -3.36 -0.99
C 4.89 -3.56 -2.28
C 4.04 -3.41 -3.36
C 2.71 -3.07 -3.17
C -0.46 -2.47 -3.04
C -1.31 -1.42 -3.36
C -2.12 -1.50 -4.49
C -2.09 -2.63 -5.28
C -1.25 -3.69 -4.96
C -0.45 -3.62 -3.83
H 0.67 -3.09 1.86
H 2.40 -2.25 3.35
H 2.42 0.15 4.02
H 0.60 1.60 3.32
H -1.42 2.97 4.19
H -1.88 2.88 6.60
H -3.08 0.94 7.57
H -3.81 -0.91 6.09
H -3.33 -0.83 3.68
H -3.71 2.75 0.72
H -3.77 5.14 0.18
H -1.84 6.59 0.74
H 0.14 5.60 1.85
H 0.20 3.24 2.38
H -2.46 -4.33 1.83
H -1.67 -6.67 1.44
H 0.14 -7.09 -0.20
H 1.13 -5.21 -1.45
H 2.73 -2.82 0.21
H 5.07 -3.45 -0.14
H 5.93 -3.81 -2.44
H 4.42 -3.54 -4.37
H 2.07 -2.92 -4.03
H -1.32 -0.53 -2.75
H -2.76 -0.66 -4.73
H -2.72 -2.69 -6.16
H -1.23 -4.58 -5.58
H 0.19 -4.45 -3.58
Cl 4.01 0.33 -2.65
Si 1.91 0.69 -2.84
Cl 1.54 -0.24 -4.73
Cl 1.95 2.71 -3.49
*
```

***

Record 2
The following is a quantum chemistry calculation of 10 unconnected molecules or ions with the total composition C40H74BrN9O12 at a distorted geometry, from the Open Molecules 2025 dataset.

The maximum force is 4.52 eV/Å. The HOMO energy comes out at -8.7924 eV. As for the SMILES: O=C1C=C(CCCO)C(=O)c2cc(Br)ccc21.CN(C)C=O.CN(C)C=O.CN(C)C=O.CN(C)C=O.CN(C)C=O.CN(C)C=O.CN(C)C=O.CN(C)C=O.CN(C)C=O.

ORCA input file:
```
! wB97M-V def2-TZVPD RIJCOSX def2/J DEFGRID3
* xyz 0 1
O -6.67 -2.90 -0.06
C -5.47 -2.87 -0.43
C -4.24 -2.83 0.61
C -3.06 -2.08 0.34
C -1.77 -2.00 1.29
C -1.86 -2.95 2.59
C -1.75 -4.53 2.31
O -0.57 -4.91 1.55
C -3.00 -1.25 -1.06
O -2.48 -0.12 -1.18
C -3.73 -2.00 -2.30
C -3.15 -1.92 -3.74
C -3.91 -2.70 -4.85
Br -3.13 -2.63 -6.69
C -5.22 -3.50 -4.55
C -5.81 -3.59 -3.10
C -5.02 -2.84 -1.99
H -4.33 -3.45 1.57
H -1.56 -0.93 1.64
H -0.88 -2.39 0.67
H -0.96 -2.67 3.26
H -2.80 -2.66 3.18
H -1.66 -5.08 3.32
H -2.66 -4.97 1.78
H 0.13 -4.22 1.65
H -2.20 -1.33 -3.93
H -5.77 -4.03 -5.40
H -6.76 -4.19 -2.88
C -0.72 3.89 2.91
N -1.74 2.89 2.66
C -2.55 3.00 1.45
C -1.97 1.86 3.51
O -2.81 0.99 3.36
H -1.19 4.87 2.97
H 0.00 3.88 2.08
H -0.20 3.69 3.84
H -3.60 3.08 1.73
H -2.42 2.09 0.85
H -2.25 3.87 0.87
H -1.31 1.87 4.39
C 0.44 -0.12 -1.44
N 1.37 0.57 -2.31
C 1.19 0.50 -3.74
C 2.42 1.29 -1.81
O 3.24 1.90 -2.48
H 0.46 -1.19 -1.68
H -0.56 0.27 -1.62
H 0.70 0.02 -0.39
H 2.08 0.06 -4.20
H 1.05 1.51 -4.14
H 0.31 -0.11 -3.99
H 2.47 1.28 -0.71
C 7.77 0.84 0.91
N 6.46 1.39 0.66
C 6.18 1.98 -0.63
C 5.47 1.37 1.60
O 4.35 1.82 1.45
H 8.52 1.64 0.80
H 7.97 0.05 0.19
H 7.84 0.44 1.92
H 5.89 3.03 -0.50
H 5.35 1.45 -1.10
H 7.06 1.93 -1.28
H 5.79 0.90 2.55
C 0.58 -6.20 -3.30
N 0.26 -4.84 -3.71
C 0.55 -4.44 -5.07
C -0.31 -3.95 -2.86
O -0.60 -2.80 -3.13
H 1.65 -6.36 -3.42
H 0.03 -6.90 -3.92
H 0.31 -6.36 -2.25
H 1.23 -3.59 -5.05
H -0.38 -4.13 -5.56
H 1.00 -5.26 -5.63
H -0.49 -4.35 -1.85
C 3.74 7.13 -0.89
N 4.78 6.65 -0.01
C 4.44 5.70 1.03
C 6.08 7.06 -0.14
O 7.00 6.69 0.57
H 2.97 7.63 -0.29
H 3.29 6.29 -1.42
H 4.13 7.84 -1.62
H 4.70 6.12 2.00
H 5.02 4.78 0.88
H 3.38 5.47 1.00
H 6.23 7.78 -0.96
C 5.19 -6.15 -0.33
N 4.10 -5.30 -0.76
C 4.28 -4.44 -1.91
C 2.90 -5.28 -0.10
O 1.95 -4.59 -0.41
H 6.06 -5.52 -0.09
H 5.45 -6.82 -1.15
H 4.92 -6.73 0.54
H 4.13 -3.40 -1.62
H 3.54 -4.70 -2.67
H 5.28 -4.56 -2.33
H 2.87 -5.96 0.76
C -3.19 8.63 3.46
N -1.98 8.09 4.03
C -1.62 8.43 5.39
C -1.16 7.26 3.32
O -0.12 6.77 3.73
H -3.14 9.72 3.47
H -4.04 8.31 4.07
H -3.34 8.29 2.44
H -0.65 8.92 5.39
H -1.55 7.51 5.98
H -2.37 9.09 5.83
H -1.52 7.07 2.30
C 3.41 -1.17 2.72
N 3.35 -1.90 3.97
C 4.31 -1.58 5.01
C 2.43 -2.88 4.19
O 2.34 -3.54 5.21
H 4.39 -1.32 2.26
H 3.26 -0.11 2.93
H 2.63 -1.51 2.03
H 4.89 -2.48 5.25
H 3.77 -1.27 5.91
H 4.98 -0.78 4.69
H 1.76 -3.05 3.34
C -8.96 -1.46 -1.55
N -9.28 -0.91 -2.86
C -8.40 0.08 -3.44
C -10.38 -1.31 -3.56
O -10.70 -0.89 -4.66
H -8.93 -0.64 -0.83
H -7.98 -1.94 -1.60
H -9.70 -2.19 -1.24
H -8.96 1.00 -3.63
H -8.01 -0.29 -4.39
H -7.57 0.29 -2.77
H -10.98 -2.07 -3.03
*
```

***

| no. | energy (eV) |
| --- | --- |
| 1 | -159570.6490 |
| 2 | -150697.5039 |